(1)
{"formula": "C3H7N5", "method": "ωB97M-V with the def2-TZVPD basis set", "elements": ["N", "N", "N", "N", "N", "C", "C", "C", "H", "H", "H", "H", "H", "H", "H"], "coordinates": [[0.900, -1.529, 1.309], [-0.506, -0.373, -0.240], [-2.632, -1.292, -1.184], [1.338, 0.594, 0.774], [0.674, 2.266, -1.001], [0.523, -0.462, 0.673], [-1.615, -1.295, -0.393], [1.283, 1.844, 0.054], [-0.481, 0.465, -0.921], [1.193, 3.156, -1.203], [0.386, -2.357, 1.598], [-1.583, -2.222, 0.141], [-3.051, -0.360, -1.461], [1.901, 2.613, 0.659], [2.075, 0.521, 1.573]], "forces_ev_per_a": [[0.256, 1.491, 0.868], [-2.427, 1.567, -1.825], [-0.289, 2.008, 1.484], [1.961, 3.791, 0.294], [1.509, -0.750, 0.814], [-0.682, -5.102, 0.235], [0.303, 0.549, -1.437], [1.342, 0.974, 1.996], [-0.236, -1.629, 1.529], [-1.387, -0.736, 0.087], [-0.443, 0.660, -1.048], [1.107, -0.399, 0.531], [1.511, -1.094, -0.314], [-0.455, -1.470, -0.995], [-2.073, 0.140, -2.220]], "energy_ha": -392.22970, "total_charge": 0, "smiles": "[H]/N=C\\N/C(=N\\[H])N/C=N/[H]"}

(2)
{"formula": "C2H4N4O", "method": "ωB97M-V with the def2-TZVPD basis set", "elements": ["O", "N", "N", "N", "N", "C", "C", "H", "H", "H", "H"], "coordinates": [[0.556, 1.858, -0.194], [-0.844, -1.365, -0.477], [-1.041, 1.006, -1.217], [1.420, -0.079, 1.082], [-0.430, 2.079, -1.068], [0.522, 0.612, 0.345], [-0.599, 0.065, -0.364], [1.846, 0.220, 2.046], [-1.448, -1.595, 0.308], [1.217, -1.073, 0.928], [-1.200, -1.727, -1.389]], "forces_ev_per_a": [[3.103, 0.433, 3.323], [-0.338, 1.087, 0.474], [-1.699, -1.093, -0.359], [1.343, 0.476, 2.006], [-0.280, 0.378, -0.867], [-3.624, -0.137, -3.086], [2.432, -1.313, 0.117], [-1.466, -0.671, -2.821], [-0.146, -0.574, -0.588], [0.401, 0.494, 0.557], [0.274, 0.919, 1.243]], "energy_ha": -372.78864, "total_charge": 0, "smiles": "Nc1nnoc1N"}

(3)
{"formula": "C14H25ClN5O6P", "method": "ωB97M-V with the def2-TZVPD basis set", "elements": ["Cl", "P", "O", "O", "O", "O", "O", "O", "N", "N", "N", "N", "N", "C", "C", "C", "C", "C", "C", "C", "C", "C", "C", "C", "C", "C", "C", "H", "H", "H", "H", "H", "H", "H", "H", "H", "H", "H", "H", "H", "H", "H", "H", "H", "H", "H", "H", "H", "H", "H", "H", "H"], "coordinates": [[2.006, 4.235, 3.391], [-1.264, -5.513, -3.381], [4.142, 0.279, 2.978], [-1.533, -4.376, -4.369], [0.041, -5.258, -2.619], [-1.136, -6.827, -4.154], [-2.455, -1.444, 0.111], [-2.420, -5.597, -2.382], [-0.817, 3.762, 0.788], [-0.095, 4.189, 1.861], [-2.610, 1.620, -0.883], [-2.051, 4.392, 0.617], [-0.885, -2.872, -0.906], [1.246, 1.044, -0.933], [-2.076, -2.558, -0.184], [1.031, 3.618, 2.011], [-2.947, -3.778, 0.241], [-1.398, 2.411, -1.308], [1.872, 0.960, 3.669], [1.600, 2.544, 1.188], [-0.564, -1.897, -1.980], [-0.460, 2.741, -0.150], [3.176, 1.346, 2.913], [0.754, 2.126, 0.030], [0.938, -0.414, -0.453], [2.951, 1.887, 1.465], [0.872, -1.352, -1.705], [-3.395, 2.267, -0.990], [1.037, 0.689, 3.005], [3.722, -0.483, 2.556], [0.053, -0.484, 0.198], [1.161, -0.754, -2.593], [0.870, 1.265, -1.943], [1.572, -2.205, -1.661], [-0.558, -2.470, -2.927], [-2.068, 4.873, -0.277], [1.556, 1.726, 4.395], [2.349, 1.117, -1.006], [3.808, 2.523, 1.143], [-2.496, 1.514, 0.126], [-0.082, -2.971, -0.296], [-2.869, -3.844, 1.339], [1.811, -0.756, 0.143], [2.116, 0.060, 4.273], [3.002, 0.995, 0.805], [-2.520, -4.676, -0.237], [-1.295, -1.077, -2.070], [-2.799, 3.700, 0.668], [3.630, 2.172, 3.490], [-0.880, 1.782, -2.048], [-1.675, 3.351, -1.825], [-3.964, -3.579, -0.123]], "forces_ev_per_a": [[-0.388, 0.111, -0.502], [-0.143, 0.002, 0.011], [-0.282, 0.024, -0.389], [-0.235, -0.156, -0.074], [-0.006, -0.370, 0.122], [0.348, 0.153, -0.184], [0.292, -0.144, -0.545], [0.089, 0.287, 0.084], [-1.946, -0.100, -1.695], [0.402, 0.664, 1.037], [0.169, 1.390, 0.042], [0.404, 0.049, 0.502], [-0.999, 1.286, -0.333], [0.163, 0.341, 0.904], [-0.615, -0.829, 0.934], [1.084, -1.734, -1.236], [1.495, 0.315, -0.442], [0.457, -0.049, 0.510], [0.377, -0.905, 0.218], [-0.161, 0.439, 0.309], [1.364, -0.425, -0.030], [1.556, -1.075, -0.535], [-0.295, 1.089, 0.589], [-0.126, 0.704, 0.641], [0.950, -0.272, -0.759], [-0.617, -0.377, -0.313], [-0.962, 0.427, -0.476], [-0.083, -0.408, 0.086], [0.282, 0.303, 0.143], [0.155, 0.101, 0.020], [0.128, 0.121, -0.483], [0.059, -0.358, 0.370], [0.012, -0.424, 0.425], [-0.321, 0.263, 0.114], [-0.065, 0.293, 0.355], [-0.185, -0.100, 0.089], [0.012, -0.172, -0.574], [-0.512, 0.097, -0.139], [-0.190, -0.314, 0.445], [-0.193, -0.478, -0.221], [-0.252, -0.438, 0.070], [-0.419, 0.006, -0.345], [-0.491, 0.288, 0.006], [-0.113, 0.411, -0.230], [0.043, 0.402, 0.375], [-0.484, 0.296, 0.195], [0.202, -0.297, 0.386], [0.021, 0.247, -0.153], [0.024, -0.567, -0.205], [-0.048, 0.475, 0.407], [-0.218, -0.413, 0.109], [0.260, -0.179, 0.367]], "energy_ha": -2075.07037, "total_charge": -2}

(4)
{"formula": "C6H8N2O2", "method": "ωB97M-V with the def2-TZVPD basis set", "elements": ["O", "O", "N", "N", "C", "C", "C", "C", "C", "C", "H", "H", "H", "H", "H", "H", "H", "H"], "coordinates": [[2.315, -0.066, 1.245], [-2.588, -2.024, 0.331], [-1.355, 2.151, 0.443], [-0.112, 0.445, -0.320], [-1.449, -1.497, -0.201], [-0.142, 1.819, 0.057], [-1.337, -0.097, -0.093], [1.059, -0.227, -0.941], [1.958, -0.958, 0.116], [-2.036, 1.031, 0.439], [0.877, 2.345, -0.083], [0.805, -0.979, -1.614], [-3.118, 1.091, 0.641], [2.781, -1.231, -0.535], [-3.264, -1.358, 0.584], [1.623, 0.561, -1.526], [1.356, -1.829, 0.483], [2.628, 0.824, 0.974]], "forces_ev_per_a": [[-0.162, -0.954, -1.082], [0.905, 0.908, -0.931], [1.330, 1.126, 0.545], [1.906, 2.496, -0.545], [-1.606, -1.553, 0.771], [2.470, -3.116, -1.938], [-0.440, 2.128, 1.222], [0.972, 1.917, 2.040], [-1.217, 2.237, -0.084], [-2.714, -1.910, -0.728], [-2.366, -0.305, 0.454], [-1.098, -1.060, -1.197], [0.669, -0.260, 0.131], [0.734, -0.514, 0.621], [0.438, -0.145, 0.086], [-0.456, -0.752, 0.846], [0.922, 0.868, 0.053], [-0.287, -1.111, -0.264]], "energy_ha": -493.29263, "total_charge": 0}

(5)
{"formula": "C15H21BN8SeSiTa", "method": "ωB97M-V with the def2-TZVPD basis set", "elements": ["Ta", "Se", "Si", "N", "N", "N", "N", "N", "N", "N", "N", "C", "C", "C", "C", "C", "C", "C", "C", "C", "C", "C", "C", "C", "C", "C", "B", "H", "H", "H", "H", "H", "H", "H", "H", "H", "H", "H", "H", "H", "H", "H", "H", "H", "H", "H", "H", "H"], "coordinates": [[0.389, -0.095, -0.048], [-1.769, -0.539, -0.560], [-7.328, -2.452, -2.509], [4.986, 0.371, 2.178], [0.832, 1.885, -0.201], [2.056, 0.460, 2.156], [2.202, -0.737, -0.768], [3.211, -0.021, -0.115], [0.814, -0.125, 1.924], [2.078, 2.226, 0.317], [4.283, 1.492, 1.603], [2.284, 0.389, 3.471], [2.808, -1.575, -1.647], [0.281, 3.009, -0.729], [4.377, -0.439, -0.622], [4.169, -1.417, -1.588], [6.211, 2.240, 2.434], [1.145, 4.064, -0.575], [2.249, 3.533, 0.080], [0.321, -0.534, 3.126], [4.987, 2.582, 1.748], [-8.324, -1.772, -1.148], [1.217, -0.230, 4.117], [-7.142, -1.515, -4.058], [6.102, 0.828, 2.648], [-6.640, -4.133, -2.380], [2.919, 1.076, 0.986], [7.000, 2.919, 2.730], [-6.236, -1.773, -4.605], [2.218, -2.235, -2.267], [-6.446, -4.432, -1.350], [4.699, 3.565, 1.415], [-5.759, -4.281, -3.004], [-0.698, 2.971, -1.181], [1.123, -0.425, 5.173], [-8.045, -2.177, -0.175], [3.186, 0.782, 3.910], [5.315, -0.032, -0.283], [-8.326, -0.682, -1.130], [-9.364, -2.084, -1.331], [-7.988, -1.802, -4.702], [-7.216, -0.438, -3.910], [4.919, -1.936, -2.161], [6.813, 0.172, 3.133], [1.005, 5.085, -0.888], [-7.412, -4.817, -2.763], [-0.643, -1.015, 3.180], [3.137, 4.064, 0.371]], "forces_ev_per_a": [[-0.358, 0.493, 0.318], [0.565, -0.084, -0.047], [-0.227, -0.072, -0.077], [0.009, -0.006, 0.000], [-0.043, 0.075, -0.024], [0.031, -0.087, -0.014], [0.119, -0.246, -0.146], [-0.043, -0.056, -0.012], [-0.011, -0.107, 0.097], [0.024, -0.016, -0.041], [0.031, -0.028, -0.045], [-0.019, 0.053, 0.007], [0.001, 0.013, -0.030], [0.016, 0.012, 0.018], [0.027, 0.015, -0.022], [0.004, 0.032, 0.031], [-0.020, 0.003, 0.046], [0.001, -0.001, 0.003], [0.002, 0.001, 0.013], [0.003, 0.044, 0.007], [-0.003, -0.002, 0.003], [-0.040, -0.008, -0.002], [0.004, 0.003, -0.001], [-0.035, -0.008, -0.025], [-0.003, 0.010, -0.004], [-0.031, -0.029, -0.013], [-0.028, -0.015, -0.029], [0.015, -0.005, -0.031], [0.002, 0.003, 0.003], [-0.009, 0.004, 0.006], [0.007, 0.001, -0.002], [-0.009, 0.002, 0.011], [0.002, 0.002, 0.004], [-0.001, 0.000, -0.001], [-0.001, 0.001, 0.000], [0.002, 0.004, 0.001], [0.002, 0.002, -0.001], [0.000, 0.001, -0.010], [0.003, -0.001, 0.004], [0.004, -0.002, -0.005], [-0.001, -0.002, 0.006], [0.007, 0.000, -0.001], [0.002, 0.001, 0.001], [-0.004, 0.001, 0.007], [-0.002, 0.000, 0.002], [-0.002, 0.006, 0.000], [0.001, -0.003, -0.002], [0.005, -0.004, -0.005]], "energy_ha": -3793.62286, "multiplicity": 2, "total_charge": 4, "s2": 0.759}

(6)
{"formula": "C10H10BrCaNO3", "method": "ωB97M-V with the def2-TZVPD basis set", "elements": ["Br", "Ca", "O", "O", "O", "N", "C", "C", "C", "C", "C", "C", "C", "C", "C", "C", "H", "H", "H", "H", "H", "H", "H", "H", "H", "H"], "coordinates": [[1.137, -2.886, 1.237], [-0.941, -1.349, 1.808], [0.274, 0.555, 2.538], [-0.533, -0.719, 4.161], [0.344, 1.246, 4.649], [0.055, 0.402, 3.831], [1.581, 2.169, -0.695], [2.144, 0.215, -1.803], [-2.845, -0.119, -0.149], [-1.806, -2.003, -0.941], [-2.834, -1.541, -0.067], [2.680, 1.583, -0.006], [-1.321, -0.888, -1.676], [-1.943, 0.274, -1.175], [3.013, 0.363, -0.685], [1.248, 1.327, -1.804], [3.795, -0.339, -0.389], [-1.499, -3.031, -1.087], [-3.510, -2.162, 0.513], [1.069, 3.095, -0.437], [2.174, -0.586, -2.548], [-3.496, 0.546, 0.411], [-1.801, 1.285, -1.559], [3.143, 1.962, 0.916], [0.480, 1.520, -2.547], [-0.608, -0.919, -2.495]], "forces_ev_per_a": [[0.217, -0.646, 0.174], [0.535, 0.914, -0.917], [-0.575, -0.083, 2.967], [0.455, 1.341, -0.291], [-0.032, -0.534, -0.302], [-0.424, -0.828, -2.376], [0.267, -0.648, -0.525], [-0.011, 0.767, 0.396], [-0.107, 0.198, -0.304], [-0.467, 0.365, -0.578], [0.731, -0.012, 0.334], [-0.216, -0.502, -0.501], [-0.318, -0.232, 0.559], [-0.318, -0.349, 0.203], [-0.227, 0.651, -0.086], [0.968, 0.050, 0.462], [-0.235, 0.166, -0.038], [-0.072, 0.019, -0.007], [-0.017, -0.012, 0.061], [0.070, -0.149, 0.047], [-0.078, 0.180, 0.351], [-0.043, -0.052, -0.121], [0.123, -0.346, 0.368], [-0.252, -0.238, -0.440], [-0.011, -0.032, 0.125], [0.039, 0.012, 0.440]], "energy_ha": -3919.11938, "total_charge": -2}